Record 1
DFT (the ωB97M-V functional and the def2-TZVPD basis) results for one molecule with the formula C6H12SSi at a distorted geometry.

As for the total charge: 0. The value obtained for the molar mass is 144.3 g mol⁻¹. Its SMILES is C=CC(=S)[Si](C)(C)C. The calculated total energy is -25126.7810 eV. The calculation puts the HOMO-LUMO gap (alpha / beta) at 6.9 / 6.7 eV.

Cartesian coordinates (Å):
C1 -2.80930 1.96080 -0.08482
C2 -1.50476 1.52960 -0.03807
C3 -1.07890 0.21787 0.05631
S1 -2.38404 -1.18457 0.22181
Si1 0.64954 -0.48048 -0.06651
C4 0.81085 -1.63502 1.37968
C5 1.64712 1.14837 0.28317
C6 0.87992 -1.44074 -1.74315
H1 -3.05582 2.93107 -0.14356
H2 -3.66257 1.22301 0.15598
H3 -0.77672 2.26016 -0.09657
H4 1.91474 -1.79381 1.81255
H5 0.19527 -1.50082 2.26145
H6 0.61104 -2.70713 1.03053
H7 2.70501 1.07100 0.69577
H8 1.68369 1.80036 -0.64696
H9 1.17527 1.70996 1.14147
H10 1.14268 -1.05107 -2.80109
H11 1.83514 -1.90548 -1.49062
H12 0.02185 -2.15306 -1.92735

=====

Record 2
DFT (the ωB97M-V functional and the def2-TZVPD basis) results for C6H13AlO4 as an isolated structure at a distorted geometry.

As for the total charge: +1. Its spin multiplicity is 2. The value obtained for the molar mass is 176.1 g mol⁻¹. The expectation value of S² is 0.7533. The calculated total energy is -21211.2291 eV. The calculation puts the HOMO-LUMO gap (alpha / beta) at 7.6 / 9.2 eV.

Cartesian coordinates (Å):
C1 -0.18953 1.38091 -2.76613
O1 -0.40562 1.20706 -1.37141
C2 -1.51944 1.74559 -0.76836
H1 -0.59051 2.36694 -3.04086
H2 0.82748 0.99586 -2.91362
H3 -0.78912 0.78755 -3.47178
H4 -1.42122 1.92100 0.29862
H5 -2.28042 1.33802 -1.43134
H6 -0.81447 0.65921 1.62795
O2 -1.86409 -1.01700 -0.05457
C3 -1.83006 -1.29157 1.30778
C4 -0.63035 -0.56102 1.91754
O3 0.46431 -1.02692 1.14944
C5 1.74034 -0.41139 1.28948
C6 2.50827 -0.73512 0.00746
O4 1.74469 -0.48309 -1.12531
Al1 -0.07497 -0.81549 -0.68127
H7 -1.76071 -2.37626 1.54029
H8 -2.73079 -0.91142 1.83092
H9 -0.48660 -0.73299 2.99371
H10 2.24659 -0.78423 2.19327
H11 1.58484 0.67707 1.37982
H12 2.83130 -1.79616 0.06064
H13 3.44009 -0.13654 0.02772

=====

Record 3
DFT (the ωB97M-V functional and the def2-TZVPD basis) results for C6H13AuN3OS as an isolated structure.

As for the total charge: +2. Its spin multiplicity is 2. The value obtained for the molar mass is 372.2 g mol⁻¹. The expectation value of S² is 0.7544. The calculated total energy is -27460.2050 eV. The calculation puts the HOMO-LUMO gap (alpha / beta) at 8.3 / 7.2 eV.

Cartesian coordinates (Å):
Au1 2.83110 -3.44327 1.72300
N1 1.84055 0.68487 0.48331
C1 1.09247 1.93576 0.36672
C2 0.29577 1.97468 -0.93962
N2 -0.69596 0.94551 -0.97044
C3 -2.04556 1.08364 -1.40926
C4 -2.95539 0.29239 -0.44926
N3 -2.45460 -1.07345 -0.38353
H1 2.29037 0.64781 1.39061
H2 2.59407 0.68610 -0.19798
H3 1.72506 2.82812 0.36615
H4 0.40439 2.02621 1.20763
H5 0.98501 1.79617 -1.77985
H6 -0.18334 2.93770 -1.10639
H7 -0.46372 0.02009 -0.59021
H8 -2.11246 0.61001 -2.40209
H9 -2.30893 2.13385 -1.51630
H10 -3.98160 0.39901 -0.80668
H11 -2.90247 0.74129 0.54225
H12 -2.77168 -1.61568 -1.17974
H13 -2.79454 -1.54426 0.44532
S1 3.33919 -3.65662 5.16499
C5 3.08665 -3.53445 3.70761
O1 2.54760 -3.44139 -1.38824
C6 2.63802 -3.43410 -0.27800

=====

The energy relative to the best compared isomer or geometry (same formula, charge and spin) results, record by record, are as follows: 39.8; 0.0; 11.5 kcal per mole.